The following is a quantum chemistry calculation of C26H28ClF5GdN2O3 as an isolated structure at a distorted geometry, from OMol25.

As for the charge: -1. As for the expectation value of S²: 16.65. The energy above the lowest of the compared OMol25 structures with the same formula, charge and spin is 0.0 kJ/mol. The HOMO energy (spin up / spin down) is -0.91 / -1.19 eV. Its spin multiplicity is 8. As for the LUMO energy (spin up / spin down): 0.0899 / 0.0943 hartree. The frontier orbital gap (spin up / spin down) is 3.362 / 3.759 eV.

Positions of all 66 atoms, in Å:
Gd1 -0.5971 -0.0435 0.1786
Cl1 -2.7776 -0.0755 1.3551
F1 -1.0620 1.7822 3.4673
F2 -1.5117 1.9054 6.1432
F3 0.2090 0.6751 7.8986
F4 2.3173 -0.7819 6.9273
F5 2.6113 -1.1884 4.2529
O1 0.8474 -0.0493 2.4369
O2 -0.6347 -4.4472 -0.9184
O3 -0.9049 4.1924 -0.7867
N1 -0.1231 -2.3329 -0.3032
N2 0.0645 2.1528 -0.6183
C1 2.2984 3.2072 -0.8992
C2 0.6851 -3.1707 0.5926
C3 -2.2312 -0.1550 -2.0753
C4 -2.0964 2.3719 -1.8807
C5 2.1059 -2.6414 0.5921
C6 1.4174 -0.2341 6.0571
C7 -1.0359 1.0811 -3.8006
C8 -0.6858 -0.1264 -4.3848
C9 0.5033 -4.5801 0.0317
C10 -0.2850 1.0226 4.2943
C11 -0.4844 1.1722 5.6641
C12 -0.9723 -1.3435 -3.7893
C13 0.7164 0.1588 3.7111
C14 1.0560 3.0693 -0.0421
C15 -1.9873 -2.6859 -1.8876
C16 -0.8544 -3.1452 -1.0408
C17 0.2698 4.3789 0.0961
C18 -0.6686 2.3706 -4.4693
C19 -0.9398 2.9013 -1.0794
C20 1.4311 2.5427 1.3162
C21 0.0938 -3.1148 1.9959
C22 -0.5373 -2.6222 -4.4358
C23 -1.7015 -1.3682 -2.6007
C24 -1.7600 1.0804 -2.6002
C25 0.3865 0.5438 6.5620
C26 1.5666 -0.4456 4.6967
H1 -0.1911 -0.1226 -5.3559
H2 2.7526 -3.3216 1.1615
H3 2.4712 -2.5794 -0.4387
H4 -0.3171 2.1699 -5.4876
H5 2.8901 4.0733 -0.5702
H6 0.2561 -3.1532 -3.8924
H7 -0.1259 4.4985 1.1097
H8 0.7662 5.2778 -0.2552
H9 0.1459 2.9136 -3.9651
H10 0.1935 -5.2939 0.7979
H11 -2.8625 -2.6088 -1.2098
H12 -1.5194 3.0591 -4.5517
H13 0.6877 -3.7463 2.6775
H14 -1.3685 -3.3245 -4.5578
H15 -3.0733 -0.1697 -1.3463
H16 -2.1536 -3.4938 -2.6054
H17 -0.1467 -2.4148 -5.4368
H18 2.1623 3.2006 1.8080
H19 -2.9531 2.2821 -1.1814
H20 2.1115 -1.6454 1.0606
H21 0.1043 -2.0885 2.3841
H22 -0.9563 -3.4425 1.9751
H23 -2.3181 3.1761 -2.5974
H24 2.0664 3.3619 -1.9572
H25 2.9286 2.3165 -0.8043
H26 0.5190 2.4299 1.9384
H27 1.8696 1.5396 1.2222
H28 1.3317 -4.9504 -0.5794

---

The following is a quantum chemistry calculation of C26H28ClF5LaN2O3 as an isolated structure at a distorted geometry, from OMol25.

As for the charge: -1. The HOMO energy (spin up / spin down) is -0.37 / -0.84 eV. Its spin multiplicity is 1. As for the LUMO energy (spin up / spin down): 0.0886 / 0.0875 hartree. The frontier orbital gap (spin up / spin down) is 2.776 / 3.221 eV.

Positions of all 66 atoms, in Å:
La1 -1.2602 0.1123 0.5772
Cl1 -3.6227 0.5942 1.8386
F1 -0.6438 -1.9547 5.0003
F2 -0.8419 3.3602 6.2878
F3 -0.4603 -1.2001 7.5911
F4 -0.4739 1.4690 8.2584
F5 -1.0233 2.5926 3.6808
O1 -0.6448 4.2513 -0.3786
O2 -0.4048 -0.0211 2.9455
O3 -0.3873 -4.2376 -0.6680
N1 0.0227 2.1968 0.1757
N2 -0.3023 -2.3138 0.4223
C1 -0.7377 1.6560 4.6224
C2 -1.9654 -2.5776 -1.3864
C3 0.6607 -4.4600 0.3426
C4 0.7819 -3.1321 1.0669
C5 0.5340 4.4588 0.4872
C6 -0.7865 1.2430 -3.1545
C7 -0.5447 -0.6233 5.2745
C8 0.5249 -3.2689 2.5537
C9 -0.8423 -3.0580 -0.4818
C10 -0.6935 2.0417 5.9679
C11 -0.2803 -2.5191 -3.8400
C12 -1.5073 1.1798 -1.9720
C13 2.1465 -2.4852 0.8460
C14 -1.4625 -1.2562 -2.0212
C15 -0.4264 2.5802 -3.7751
C16 -0.5483 0.3049 4.2086
C17 -1.9857 2.4445 -1.2357
C18 -0.4995 -0.2494 6.6205
C19 -0.8799 3.0163 -0.4525
C20 -0.5397 1.0905 6.9309
C21 2.2635 2.9558 -0.4890
C22 1.1675 3.0730 0.5456
C23 -0.7158 -1.2586 -3.2012
C24 -1.7416 -0.0454 -1.4223
C25 -0.3798 0.0605 -3.6860
C26 1.6965 2.7141 1.9200
H1 0.8970 2.7760 2.6543
H2 0.2538 -2.2694 -4.7352
H3 1.3447 -3.8353 3.0219
H4 0.3639 -3.0731 -3.1648
H5 1.9096 3.2434 -1.4908
H6 -2.8356 -2.3853 -0.7508
H7 1.1580 5.2524 0.0393
H8 3.0936 3.6341 -0.2127
H9 2.2121 -1.5141 1.3491
H10 -1.3072 3.2100 -3.8433
H11 2.9185 -3.1491 1.2552
H12 0.1897 4.8121 1.4813
H13 1.5790 -4.7801 -0.1891
H14 -1.1450 -3.1267 -4.0729
H15 0.2351 0.0567 -4.5917
H16 2.6533 1.9285 -0.5336
H17 -3.3061 -0.1078 0.7773
H18 2.3312 -2.3538 -0.2259
H19 2.4938 3.4311 2.1914
H20 0.3248 3.0778 -3.1680
H21 -2.1752 -3.3434 -2.1389
H22 -2.3442 3.2411 -1.9793
H23 -2.8437 2.2185 -0.5292
H24 -0.0237 2.3755 -4.7539
H25 2.1095 1.6975 1.9395
H26 0.4370 -2.2848 3.0244
H27 -0.4142 -3.8103 2.7165
H28 0.3375 -5.2953 0.9925

---

The following is a quantum chemistry calculation of C26H28N11O2SSeSnTe4 as an isolated structure at a distorted geometry, from OMol25.

As for the charge: -1. The energy above the lowest of the compared OMol25 structures with the same formula, charge and spin is 118.4 kJ/mol. The HOMO energy is -2.52 eV. Its spin multiplicity is 1. As for the LUMO energy: 0.0654 hartree. The frontier orbital gap is 4.301 eV.

Positions of all 74 atoms, in Å:
Te1 -3.8521 4.5907 -4.0340
Te2 -3.2208 0.8938 -2.6739
Te3 -3.0008 7.1344 -3.8855
Te4 -2.1914 3.3955 -2.2030
Sn1 -1.7737 -0.1075 -0.4052
Se1 0.7060 -2.3625 0.3810
S1 0.2683 1.5724 1.7136
O1 1.6571 1.2153 1.8369
O2 -0.6678 0.8047 2.5151
N1 -3.3993 1.3623 0.9623
N2 -4.3222 -1.6891 1.3249
N3 -0.2472 1.5815 0.1749
N4 -0.3595 7.2698 3.2635
N5 3.5769 -2.3490 0.2429
N6 2.7369 -4.2538 -0.3407
N7 -0.0891 -2.7009 -3.1841
N8 -2.6689 -1.4932 2.7878
N9 1.8751 1.9133 -0.8533
N10 -3.7736 1.3572 3.1308
N11 0.1221 0.6602 -1.8481
C1 -2.7395 -2.8205 2.4594
C2 0.7370 -5.0301 -4.4606
C3 -0.2253 5.9309 2.9015
C4 0.9099 0.3190 -2.8521
C5 -0.4198 4.9171 3.8419
C6 0.2982 4.2621 1.2434
C7 2.6426 1.5765 -1.8826
C8 4.6281 -3.1698 -0.1100
C9 0.6521 1.3862 -0.8495
C10 1.6645 -4.1568 -3.9123
C11 -0.6090 -4.7203 -4.3554
C12 -0.2723 3.5896 3.4809
C13 -3.3347 2.6485 1.4434
C14 4.1083 -4.3591 -0.4690
C15 3.7117 -0.9669 0.6754
C16 -3.6290 -0.8547 2.0602
C17 -0.9702 -3.5410 -3.7148
C18 1.1995 -3.0136 -3.2792
C19 -3.5819 2.6679 2.7761
C20 2.2262 0.7418 -2.9094
C21 -3.7771 -2.9217 1.5797
C22 0.0767 3.2627 2.1810
C23 -3.6574 0.6048 2.0155
C24 1.7825 -5.3096 -0.6146
C25 0.1435 5.5874 1.6000
C26 2.4005 -3.0138 0.1003
H1 -2.0620 -3.5484 2.8691
H2 1.6762 -5.9662 0.2498
H3 0.5581 3.9978 0.2264
H4 2.7518 -0.6088 1.0366
H5 -1.3694 -5.3688 -4.7691
H6 -3.9840 1.0092 4.0491
H7 5.6488 -2.8346 -0.0687
H8 -2.0124 -3.2541 -3.6266
H9 0.2877 6.3649 0.8595
H10 -0.4532 2.7988 4.1973
H11 -0.7012 5.1766 4.8567
H12 -3.1400 3.4707 0.7734
H13 4.5837 -5.2647 -0.8001
H14 -4.1504 -3.8100 1.0979
H15 -3.6331 3.4730 3.4859
H16 1.0579 -5.9333 -4.9648
H17 4.0275 -0.3429 -0.1602
H18 -1.8607 -1.0212 3.1720
H19 -0.5583 7.8919 2.4956
H20 3.6388 2.0092 -1.8914
H21 2.7280 -4.3516 -3.9716
H22 0.4447 -0.2686 -3.6353
H23 1.8922 -2.3135 -2.8203
H24 2.8719 0.4854 -3.7360
H25 4.4458 -0.9089 1.4777
H26 2.1176 -5.8822 -1.4776
H27 -0.9681 7.4363 4.0485
H28 0.8208 -4.8476 -0.8289

---

The following is a quantum chemistry calculation of C26H28N2O in the gas phase, from OMol25.

The energy above the lowest of the compared OMol25 structures with the same formula, charge and spin is 0.0 kJ/mol. The HOMO energy is -8.51 eV. The SMILES is Cc1cc(C)c(NC(=O)c2ccc(CN3CCc4ccccc4C3)cc2)c(C)c1. Its spin multiplicity is 1. As for the LUMO energy: 0.0240 hartree. The frontier orbital gap is 9.162 eV.

Positions of all 57 atoms, in Å:
O1 2.9689 2.6595 2.9629
N1 2.8311 0.4252 3.0272
N2 -2.7364 0.4040 -1.0335
C1 -1.8221 -0.0720 -3.2940
C2 -1.8530 0.4394 -6.0267
C3 1.1696 1.6637 1.7668
C4 1.9492 -1.7242 3.6774
C5 -2.2633 1.7610 -0.8096
C6 -2.9375 0.5262 -3.8741
C7 1.8619 -2.5366 1.0317
C8 0.0583 0.8729 2.0412
C9 0.8814 -4.7575 1.6780
C10 -1.8023 -0.3828 -1.8167
C11 -0.7329 -0.4060 -4.0890
C12 -2.9378 0.7782 -5.2414
C13 0.0316 2.5690 -0.1497
C14 -4.1215 0.9356 -3.0383
C15 -1.0650 1.7547 0.1008
C16 2.3486 -1.2694 1.3273
C17 -0.7437 -0.1551 -5.4475
C18 1.4216 -3.4019 2.0187
C19 2.3638 -0.8555 2.6600
C20 -1.0472 0.9239 1.2154
C21 -4.0554 0.3349 -1.6282
C22 2.8610 -0.4042 0.2162
C23 2.3890 1.6457 2.6218
C24 1.1336 2.5353 0.6837
C25 1.4854 -2.9836 3.3420
C26 2.0055 -1.2792 5.1084
H1 1.9873 3.1690 0.4953
H2 3.5473 0.3525 0.5884
H3 0.1304 -0.8672 -3.6295
H4 0.1103 -0.4189 -6.0539
H5 -0.7976 -0.2360 -1.4120
H6 1.2576 -5.5077 2.3707
H7 -2.0609 -1.4404 -1.6744
H8 -4.3309 -0.7232 -1.6692
H9 1.1562 -5.0429 0.6658
H10 -3.8044 1.2449 -5.6891
H11 3.0397 -1.2226 5.4510
H12 2.0373 0.1042 -0.2851
H13 -0.2066 -4.7535 1.7483
H14 -5.0470 0.6254 -3.5289
H15 0.0245 3.2307 -1.0045
H16 -4.1427 2.0287 -2.9732
H17 1.4747 -1.9791 5.7482
H18 -1.9075 0.3037 1.4143
H19 -3.0740 2.3161 -0.3244
H20 0.0484 0.2256 2.9046
H21 3.5796 0.4559 3.7089
H22 1.5623 -0.2907 5.2244
H23 -1.8702 0.6394 -7.0880
H24 1.1602 -3.6528 4.1260
H25 -2.0056 2.2839 -1.7454
H26 -4.7636 0.8438 -0.9684
H27 3.3781 -1.0155 -0.5210
H28 1.8409 -2.8546 -0.0011

---

The following is a quantum chemistry calculation of C26H28N2O6 in the gas phase at a distorted geometry, from OMol25.

The energy above the lowest of the compared OMol25 structures with the same formula, charge and spin is 2135.3 kJ/mol. The HOMO energy is -8.34 eV. The SMILES is CCC[C@]1(C(=O)OCC)N[C@H](c2ccc(O)cc2)[C@H]2C(=O)N(c3cccc(C(C)=O)c3)C(=O)[C@H]21. Its spin multiplicity is 1. As for the LUMO energy: -0.0122 hartree. The frontier orbital gap is 8.008 eV.

Positions of all 62 atoms, in Å:
O1 0.4610 3.6913 0.2450
O2 0.2729 -2.3568 -0.5069
O3 7.0208 0.2464 1.3386
O4 -7.4843 1.0677 0.0772
O5 1.7225 0.0318 -1.9567
O6 1.0705 -0.9312 0.9697
N1 1.4633 1.7449 -0.6182
N2 -1.4469 0.1009 1.2149
C1 2.3989 -3.2182 -1.7277
C2 4.9168 1.2012 0.4040
C3 -5.3998 1.5735 -1.1223
C4 0.3970 -1.5113 0.2501
C5 4.5885 3.4002 -0.2753
C6 2.7606 2.0920 -0.3920
C7 3.3226 3.4492 -0.5117
C8 0.2761 2.5660 0.0159
C9 5.3966 2.3062 0.1528
C10 -2.7400 -2.1247 0.4718
C11 -6.0748 1.0557 -0.0258
C12 -4.1466 1.2104 1.3391
C13 -0.6281 0.5028 -1.1013
C14 -1.8840 1.5626 0.5214
C15 5.6779 0.2152 0.9683
C16 5.0758 -1.2299 1.1933
C17 3.5042 0.9177 0.0053
C18 -1.9799 -1.3007 -0.6677
C19 -3.9806 1.7851 -0.8622
C20 -2.0015 -3.1367 1.3124
C21 0.9673 0.4322 -1.3267
C22 -3.2829 1.4202 0.3534
C23 -5.4822 1.1980 1.3772
C24 -0.9674 1.9926 -0.5571
C25 1.5948 -3.1916 -0.4362
C26 -1.0312 -0.6171 -0.0730
H1 -3.3829 1.7604 -1.8607
H2 -3.7496 1.0925 2.5649
H3 -7.6235 1.3427 -0.9838
H4 -0.9556 0.2518 -2.1055
H5 2.8114 -2.1843 -2.0709
H6 -6.0964 0.7614 2.2479
H7 1.9126 -3.7868 -2.3577
H8 5.8812 -1.9344 1.2081
H9 3.3532 -3.9161 -1.4275
H10 -1.0975 -2.6601 2.0574
H11 -1.6893 -2.1434 -1.3856
H12 -1.5633 -3.9382 0.4546
H13 -3.7219 -2.5228 0.0452
H14 2.2013 -2.7457 0.6523
H15 2.6774 4.0524 -1.0774
H16 -5.7752 1.6245 -1.8818
H17 5.0406 4.4688 -0.1648
H18 4.7889 -1.7471 0.0067
H19 -2.6184 -3.6727 2.0441
H20 4.2942 -1.3624 1.6960
H21 -0.5811 0.3264 1.5520
H22 3.2317 -0.0776 0.3029
H23 1.1863 -4.3022 -0.1978
H24 -1.3772 2.4515 -1.2582
H25 -3.3515 -1.3645 1.2303
H26 6.4494 2.6327 0.3972
H27 -1.7790 2.3658 1.5680
H28 -2.8238 -0.9183 -1.3055

---

The following is a quantum chemistry calculation of C26H28N2O6S in the gas phase, from OMol25.

The energy above the lowest of the compared OMol25 structures with the same formula, charge and spin is 47.1 kJ/mol. The HOMO energy is -8.10 eV. The SMILES is CCCCCCSc1nc(O)c([C@H]2OC(=O)c3c2ccc(OC)c3OC)c(=O)n1-c1ccccc1. Its spin multiplicity is 1. As for the LUMO energy: 0.0153 hartree. The frontier orbital gap is 8.514 eV.

Positions of all 63 atoms, in Å:
S1 3.3920 -0.4387 -0.4955
O1 -6.1758 1.4483 1.1614
O2 0.0452 -3.1704 1.8507
O3 -0.4048 1.5301 1.8966
O4 -4.6527 2.6033 3.2409
O5 -1.2573 -0.1890 4.1098
O6 -2.2305 1.4664 5.2214
N1 1.2958 0.5056 0.7897
N2 1.5163 -1.8183 0.7538
C1 -1.4479 -0.9610 2.9326
C2 -2.1966 0.7683 4.2422
C3 -2.7127 -0.4235 2.3382
C4 0.1979 0.3822 1.5696
C5 1.9195 -0.5746 0.4293
C6 3.5728 -5.2005 -0.6096
C7 2.6330 1.8956 -1.8009
C8 0.3839 -2.0380 1.5807
C9 2.9176 -3.7565 1.1917
C10 -4.2469 1.4266 2.7047
C11 -0.2687 -0.8302 2.0030
C12 -4.5822 -0.2067 0.9246
C13 -6.9827 2.2740 1.9757
C14 -3.7014 3.4621 3.8395
C15 3.5898 -4.8765 0.7364
C16 2.6222 1.4165 -5.6731
C17 -5.0154 0.9112 1.6326
C18 -3.4082 -0.8682 1.2402
C19 2.8753 -4.4086 -1.5063
C20 2.2279 -2.9647 0.2871
C21 -3.1212 0.6856 3.0851
C22 2.1492 1.8440 -4.2834
C23 2.5702 -0.0919 -5.8875
C24 3.0798 1.3791 -3.1660
C25 2.1946 -3.2902 -1.0613
C26 3.5129 1.3739 -0.6770
H1 1.9875 1.9003 -6.4190
H2 0.1068 2.2598 1.5184
H3 3.2359 1.7994 0.2851
H4 2.0829 2.9347 -4.2556
H5 1.5685 -0.4691 -5.6926
H6 2.9158 -3.4981 2.2390
H7 4.0984 -6.0758 -0.9601
H8 -2.7780 3.4859 3.2549
H9 -3.4647 3.1571 4.8591
H10 -4.1647 4.4487 3.8419
H11 3.1059 0.2887 -3.1368
H12 -7.9660 2.2648 1.5041
H13 3.2675 -0.6060 -5.2313
H14 2.8528 -4.6654 -2.5544
H15 -5.1935 -0.5280 0.0962
H16 4.0938 1.7313 -3.3704
H17 1.5997 1.5986 -1.6113
H18 1.1461 1.4484 -4.1075
H19 3.6437 1.7702 -5.8303
H20 2.8325 -0.3345 -6.9146
H21 -6.6081 3.2987 2.0128
H22 2.6745 2.9877 -1.7881
H23 4.1258 -5.4981 1.4372
H24 -1.5250 -2.0185 3.2176
H25 1.6355 -2.6741 -1.7495
H26 -7.0620 1.8830 2.9914
H27 -3.0686 -1.7161 0.6678
H28 4.5665 1.5613 -0.8809

---

Which formula does entry 1 have?
C26H28ClF5GdN2O3